DFT (ωB97M-V with the def2-TZVPD basis set) results for a molecular structure, C4H12AgIN4O8.

```
30
Properties=species:S:1:pos:R:3:mulliken_spin:R:1
I -1.87421 1.19424 1.50487 0.982
Ag -0.60721 -0.56363 -0.55734 0.017
O -1.19169 -2.73783 0.47625 0.001
O -0.93664 -4.76521 1.13945 0.000
O -0.69279 0.98801 -2.52044 0.001
O 0.24168 1.80875 -4.28815 0.000
O 1.09209 1.46274 -0.48924 -0.002
O 3.01294 1.41648 0.44536 0.003
O 1.08479 -0.84467 1.22501 -0.004
O 0.86433 -2.48274 2.58052 0.003
N -1.50594 -3.70583 1.16841 -0.001
N -0.73181 1.59546 -3.58721 -0.001
N 2.23192 1.87379 -0.34309 -0.004
N 1.19164 -1.36181 2.32783 0.000
C 2.68463 2.96444 -1.22728 0.001
C 1.71809 -0.48395 3.39538 0.003
C -2.63840 -3.53881 2.09232 0.002
C -2.02645 2.09396 -4.08741 0.000
H -2.79666 1.33878 -3.95421 0.000
H -2.28501 -3.05671 3.00282 -0.001
H -3.38617 -2.90141 1.63021 -0.001
H -1.95305 2.28513 -5.15587 0.000
H 2.07654 3.84313 -1.02521 0.000
H 2.56432 2.70578 -2.27574 0.000
H -3.07206 -4.49569 2.36068 0.000
H -2.33880 3.04232 -3.65633 0.000
H 2.38688 0.22315 2.91002 0.000
H 3.73132 3.12253 -0.98817 0.000
H 0.86356 0.05380 3.79567 -0.001
H 2.29214 -1.07420 4.10093 0.000
```

Computed properties:
- relative energy (zero: lowest compared OMol25 entry of this formula, charge and spin) (kcal per mole) = 7.5
- HOMO level (alpha / beta) (eV) = -13.525 / -13.294
- charge = +1
- calculated total energy (Ha) = -1424.5772
- expectation value of S² = 0.753
- multiplicity = 2
- HOMO-LUMO gap (alpha / beta) (eV) = 10.22 / 6.49

DFT (ωB97M-V with the def2-TZVPD basis set) results for a gas-phase ion, C5H10NO (charge -1).

```
17
Properties=species:S:1:pos:R:3:mulliken_charge:R:1
O 2.70603 1.73908 0.36312 -0.809
N -0.23169 1.65411 0.10160 -0.664
C 2.05474 0.56974 0.15590 -0.523
C -1.53577 -0.59100 -0.36949 -0.337
C 0.59228 0.54053 0.70785 0.090
C -2.32939 -1.57235 -0.84536 -0.575
C -0.17749 -0.77601 0.33615 -0.461
H 2.25853 -0.47970 0.70170 0.094
H -1.57371 0.32665 -0.88513 0.318
H 0.77489 0.70669 1.86289 0.275
H 1.85201 0.34059 -1.00505 0.139
H -2.74244 -1.47050 -1.89777 0.196
H -2.38217 -2.53809 -0.32584 0.285
H -0.06689 2.36413 0.76115 0.268
H 0.62181 -1.22151 -0.33611 0.208
H 0.31001 1.84561 -0.63111 0.258
H -0.13074 -1.43798 1.30549 0.238
```

Computed properties:
- relative energy (zero: lowest compared OMol25 entry of this formula, charge and spin) (kcal per mole) = 55.9
- SMILES = C=CC[C@H](N)C[O-]
- HOMO level (eV) = -2.855
- charge = -1
- calculated total energy (Ha) = -326.3963
- multiplicity = 1
- HOMO-LUMO gap (eV) = 6.72

DFT (ωB97M-V with the def2-TZVPD basis set) results for a gas-phase ion, C2H3Cl2O2S (charge -1).

```
10
Properties=species:S:1:pos:R:3:mulliken_charge:R:1
Cl -4.41315 1.49923 0.54846 -0.254
Cl -4.55332 -1.46645 0.49560 -0.279
S -2.47271 -0.25755 -0.92724 0.513
O -1.33601 -0.06733 0.37368 -0.308
O -2.04760 0.73744 -1.94677 -0.606
C 0.02455 0.00801 -0.14218 -0.572
C -4.18635 0.03229 -0.52533 -0.181
H 0.31731 -1.13364 -0.02144 0.151
H 0.02139 0.38592 -1.12085 0.340
H 0.75060 0.62057 0.50079 0.196
```

Computed properties:
- relative energy (zero: lowest compared OMol25 entry of this formula, charge and spin) (kcal per mole) = 52.6
- HOMO level (eV) = -3.881
- charge = -1
- calculated total energy (Ha) = -1547.0150
- multiplicity = 1
- HOMO-LUMO gap (eV) = 7.54

DFT (ωB97M-V with the def2-TZVPD basis set) results for 9 unconnected molecules or ions with the total composition C35H56BrN3O25P.

```
121
Properties=species:S:1:pos:R:3:mulliken_charge:R:1
Br 3.49616 5.29226 -8.23110 -0.295
P 3.56580 5.69073 -6.02314 0.153
O -1.41409 0.75967 0.03331 -0.607
O -2.41849 -5.56545 4.84320 -0.278
O -2.66780 -5.23819 7.02463 -0.358
O 8.57434 6.39626 -4.19130 -0.734
O 0.66894 2.43056 -4.96358 -0.435
O -7.98925 -2.76570 6.38565 -0.169
O -5.55143 -1.32510 1.59082 -0.377
O -6.86481 0.43678 1.10427 -0.605
O 9.77685 4.91631 -2.99169 -0.327
O -0.30652 -9.94578 0.24619 -0.340
O -0.90228 4.03822 -5.12530 -0.567
O -0.83671 2.65362 -3.34803 -0.145
O 0.76041 -9.54074 2.15180 -0.289
O -9.73735 -3.65817 7.42364 -0.365
O -1.43173 -9.04742 1.98118 -0.492
O -7.07009 -0.64996 3.06007 -0.357
O -3.89980 -4.03565 5.57663 -0.511
O -3.38484 0.08172 -0.82326 -0.335
O 8.25887 6.16970 -1.98885 -0.261
O -8.61009 -4.87477 5.89422 -0.515
O 3.78702 4.18784 -5.42136 -0.339
O -2.82055 2.22428 -0.92689 -0.368
O 3.14317 6.18569 -1.42905 -0.388
O 2.72325 4.00480 -1.41891 -0.316
O 4.71096 4.75538 -0.66718 -0.599
N 6.84931 5.64487 -7.39460 -0.255
N 6.20869 5.22379 -5.22860 -0.134
N 7.26310 3.53077 -6.45872 -0.287
C -4.87154 3.28719 -1.68813 -1.629
C 6.10153 6.84846 -6.96331 -0.821
C -0.41789 3.12505 -4.53966 0.592
C 9.99977 4.72786 -1.56257 0.498
C 8.85388 5.86691 -3.14220 0.699
C 10.37369 3.30455 -1.25666 -1.459
C 3.63018 4.96574 -1.11768 0.711
C -0.13775 1.42799 -3.06592 -0.561
C -10.73891 -1.74463 8.52985 -1.439
C 1.93154 6.01788 -2.19984 1.050
C 1.76596 0.33742 -4.40119 -1.648
C 3.08840 -9.86196 1.54155 -1.412
C -1.11133 -7.62032 4.76514 -1.341
C -4.87248 -3.49022 2.54322 -1.416
C -1.87986 -6.42622 6.88873 -0.520
C -6.52188 -0.43348 1.84929 0.685
C 1.08444 -10.13120 -0.02924 -0.489
C -9.46121 -2.42421 8.11556 0.466
C 1.66939 -10.32930 1.35786 0.454
C 1.13176 1.59674 -3.87455 0.928
C -8.76656 -3.87221 6.50944 0.542
C -4.56157 0.78670 -1.27072 -0.331
C -0.42827 -9.46873 1.50606 0.642
C -1.35125 -6.31295 5.47013 0.478
C -8.63230 -1.69019 7.07660 -0.539
C 0.96864 7.15027 -1.97437 -1.550
C -5.27091 -2.06624 2.80953 0.688
C 5.33651 6.29994 -5.74362 0.099
C -3.97195 2.08488 -1.78892 0.807
C 8.66727 5.19946 -1.00596 -0.460
C 6.82216 4.75760 -6.37741 0.325
C -3.07075 -4.86384 5.78984 0.625
C 1.48384 4.64659 -1.73873 0.256
C -2.45221 0.99480 -0.51086 0.752
C -6.58971 -1.91776 3.54095 -0.428
H -1.10862 -6.44057 7.65360 0.302
H -4.88224 -3.99202 3.51039 0.339
H -8.84548 -2.67238 8.98461 0.259
H 10.36139 3.14821 -0.17778 0.375
H -2.53509 -7.29344 7.00258 0.319
H 7.12817 2.92002 -5.66898 0.272
H 2.22548 5.95491 -3.25135 -0.253
H -0.46228 -5.67602 5.44748 0.259
H 1.95854 -0.34939 -3.57661 0.377
H -5.81353 3.08488 -2.19893 0.385
H -10.52312 -0.73649 8.88628 0.369
H 0.00449 6.90613 -2.42189 0.379
H 0.01434 1.32788 -1.99391 0.396
H -7.88080 -1.02532 7.49354 0.337
H -6.49684 -1.89602 4.62075 0.256
H -0.74275 0.59237 -3.42740 0.378
H -0.44348 -8.23693 5.36973 0.391
H -5.07091 0.19353 -2.02474 0.378
H 6.95529 5.67105 -4.67689 0.110
H 1.21313 -10.98038 -0.69419 0.306
H 11.37105 3.07322 -1.62545 0.373
H 0.98400 4.10002 -2.53003 -0.356
H 3.45612 -10.11004 2.53558 0.351
H -11.42265 -1.68361 7.68298 0.358
H 1.55289 -11.36980 1.67345 0.264
H 2.99779 3.64934 -5.58005 0.277
H 7.75938 5.79011 -7.81375 0.319
H -2.04914 -8.15224 4.61119 0.335
H 1.86265 2.19425 -3.32035 0.001
H 9.66577 2.61674 -1.71992 0.347
H -5.08075 3.51125 -0.64215 0.359
H -9.26281 -1.14322 6.37034 0.332
H -3.87578 -3.56090 2.11176 0.353
H 7.92355 4.40035 -0.98451 0.274
H -3.59236 1.96489 -2.80837 0.143
H -7.30381 -2.69253 3.25256 0.221
H 1.33492 8.07123 -2.42464 0.389
H 5.43305 7.16908 -7.75768 0.364
H -5.22926 0.94661 -0.42338 0.119
H -0.65461 -7.47182 3.79107 0.275
H 3.14653 -8.78072 1.41352 0.347
H 6.78185 7.65876 -6.70376 0.350
H -4.40970 4.16024 -2.14676 0.400
H 0.84767 4.69331 -0.85266 0.230
H 3.73435 -10.34322 0.80608 0.376
H -4.47878 -1.52610 3.33335 0.239
H -11.23197 -2.29426 9.32954 0.354
H 0.83485 7.32168 -0.90615 0.386
H 1.47333 -9.22502 -0.50153 0.299
H 10.79836 5.41742 -1.28118 0.306
H -5.58056 -3.96325 1.86206 0.394
H 5.25070 7.07318 -4.98093 0.606
H 2.71195 0.55123 -4.89760 0.350
H 8.72464 5.67475 -0.03233 0.320
H 7.68495 3.17546 -7.30195 0.260
H 1.10441 -0.14522 -5.12083 0.392
```

Computed properties:
- HOMO level (eV) = -11.574
- charge = +1
- calculated total energy (Ha) = -6327.9093
- multiplicity = 1
- HOMO-LUMO gap (eV) = 8.96

DFT (ωB97M-V with the def2-TZVPD basis set) results for 13 unconnected molecules or ions with the total composition H26O13.

```
39
Properties=species:S:1:pos:R:3:mulliken_charge:R:1
O 0.42171 -1.39210 3.91787 -0.666
O 0.60142 0.72477 -3.58351 -0.676
O 3.14757 0.01893 0.33295 -0.698
O -2.37633 1.67617 0.83124 -0.586
O 2.83458 -2.44242 1.76489 -0.682
O -1.03012 0.04871 -1.32151 -0.442
O 2.82759 -0.18963 -2.44745 -0.678
O -2.37093 -0.32249 3.01259 -0.668
O 0.46751 0.74253 0.78499 -0.621
O -0.94159 3.38994 -0.79869 -0.652
O 0.72818 -2.33917 -0.09405 -0.676
O -2.00504 -2.07907 0.71179 -0.685
O -2.59046 2.44105 -2.87389 -0.633
H 2.32712 -2.97023 1.10225 0.329
H 2.94583 -0.75550 0.91577 0.348
H -1.44780 -0.35809 3.37394 0.318
H 1.40784 0.86564 -3.14713 0.335
H 0.18509 0.42329 1.67830 0.321
H -1.77067 0.60454 -1.61207 0.206
H -3.55397 2.49094 -2.74360 0.293
H -3.21097 1.99699 0.50385 0.264
H -0.46557 0.22932 -2.08082 0.270
H 2.32757 0.57917 0.33914 0.396
H 2.80812 -0.32259 -1.49763 0.433
H 0.41566 1.57300 -4.04458 0.335
H 3.35620 -3.09952 2.24232 0.286
H 1.13284 -1.49819 0.12688 0.273
H -2.38657 -1.01640 2.35251 0.353
H -2.16159 2.91732 -2.13015 0.368
H -0.14604 0.38881 0.11536 0.378
H -0.03427 -2.11530 3.45751 0.323
H -1.12458 2.94220 0.03258 0.328
H 0.61612 -2.20765 -1.04048 0.344
H 1.25176 -1.39550 3.36444 0.333
H -1.06706 -2.31277 0.70257 0.358
H 3.75975 -0.12991 -2.71367 0.274
H -0.16010 3.91849 -0.56005 0.309
H -2.49153 0.82780 1.27321 0.291
H -2.22728 -1.85308 -0.24767 0.296
```

Computed properties:
- relative energy (zero: lowest compared OMol25 entry of this formula, charge and spin) (kcal per mole) = 13.7
- HOMO level (eV) = -11.172
- calculated total energy (Ha) = -993.7514
- multiplicity = 1
- HOMO-LUMO gap (eV) = 11.21

DFT (ωB97M-V with the def2-TZVPD basis set) results for a molecular structure, C34H77BrGaIN7O9.

```
130
Properties=species:S:1:pos:R:3:mulliken_charge:R:1
I -2.56784 0.32115 -3.63677 0.026
Br -5.46645 -1.72441 -2.19052 -0.174
Ga -2.46541 -1.14648 -0.36516 -0.851
O -5.15577 -0.83967 5.92876 -0.618
O 7.08729 0.51482 -4.91088 -0.593
O 0.64391 3.05815 -8.48197 -0.635
O 4.01005 3.80509 2.98387 -0.621
O 2.04559 -2.89950 -8.09425 -0.543
O -1.69328 3.16638 2.18644 -0.474
O 1.47682 -1.62703 0.08068 -0.232
O -2.86651 -1.02390 4.52571 -0.440
O -0.88287 -3.00258 7.72900 -0.568
N 1.65685 -4.85230 -6.99076 0.162
N 0.27237 1.08603 -7.39521 0.214
N 0.32444 2.76582 3.17762 0.371
N 5.38418 -0.05725 -6.31562 0.141
N 0.50647 -1.37632 6.93493 0.264
N 4.74376 5.94021 2.67979 0.105
N -5.50216 1.11475 7.03700 0.149
C -0.02569 -1.45763 5.58032 -0.333
C 4.70209 1.21150 -6.13246 -0.880
C 0.63400 -4.25564 -6.14664 -0.920
C -2.07449 1.85473 -0.97908 0.454
C 0.88089 1.87810 -8.30642 0.020
C -0.73174 3.53656 2.83300 -0.107
C 5.86455 6.85473 2.60270 -0.928
C 0.33922 1.37752 2.75775 -0.711
C 1.44121 3.28306 3.94997 -1.056
C -3.57368 -0.20727 2.32184 0.016
C 4.91093 4.61712 2.90996 0.099
C 2.27666 -4.07769 -7.91023 0.038
C 0.61053 -0.31510 -7.24467 -0.885
C 1.56301 -0.42883 7.21599 -0.872
C 0.00059 -2.18672 7.89379 0.047
C -4.13966 1.15201 7.53821 -0.841
C -2.78046 -2.86493 -1.46230 -0.696
C -5.87759 0.07831 6.25320 0.048
C -3.59455 2.26141 -0.98406 -0.916
C 4.79945 -1.05072 -7.19543 -0.783
C 6.54757 -0.27518 -5.65850 0.122
C 3.91636 -1.56486 0.34191 -1.042
C -0.85206 -1.48367 0.91769 1.167
C 0.27148 -2.38575 0.28593 -0.719
C -4.96523 -4.08119 -0.61423 -1.184
C 1.98072 -6.25407 -6.82220 -0.923
C 2.62021 -2.45547 0.23387 -0.230
C -4.04692 -0.64296 0.86688 0.067
C -4.27457 -3.24387 -1.75373 -0.199
C 3.39730 6.45542 2.50447 -0.848
C -6.41374 2.18333 7.38801 -0.946
C -3.54433 -1.42117 3.31458 -0.648
C -0.75409 1.64909 -6.53432 -0.788
C -1.83177 0.41912 -1.59003 -0.663
H -0.53545 0.86871 3.16917 -0.144
H 1.24661 0.88540 3.10466 0.453
H -0.10560 -2.77396 -0.68936 0.168
H -3.73023 3.05542 -1.76181 0.306
H -3.07599 -2.33042 2.86523 0.109
H 4.33888 -1.66251 1.36849 0.281
H 6.98118 -1.26717 -5.86717 0.253
H 3.42345 7.52905 2.32802 0.369
H -2.35889 -3.71905 -0.86287 0.374
H -6.92568 0.14048 5.92152 0.286
H 3.78678 1.23745 -6.72153 0.265
H 5.96733 4.32768 3.02771 0.252
H -1.56721 2.04421 -7.14751 0.314
H 2.80964 6.24588 3.40014 0.219
H -0.27999 -0.91999 -7.42846 0.405
H 5.41819 -1.94699 -7.23456 0.287
H -0.71562 0.29887 -1.65691 0.568
H -4.37519 0.47828 2.70682 0.360
H 0.44944 -3.23973 0.99495 0.308
H -5.73717 -4.72208 -1.11516 0.358
H 0.48441 -0.74574 4.93307 0.114
H -0.40584 -0.45119 1.06691 -1.133
H 5.75886 7.62115 3.37423 0.334
H -5.52790 -3.38053 0.03586 0.284
H -0.64327 4.57433 3.19860 0.235
H 3.03388 -4.62245 -8.49757 0.295
H -4.22132 1.39497 -1.29350 0.128
H 2.37010 3.17867 3.36971 0.735
H 2.42871 -0.65661 6.58896 0.298
H 0.96392 -0.48914 -6.22514 0.313
H -3.49264 -1.25110 5.23362 0.346
H -3.98625 2.03960 8.14971 0.375
H -4.59878 -1.69717 3.56713 0.486
H -1.17227 -1.82737 1.92736 0.069
H 5.36056 2.02521 -6.44263 0.310
H 4.71302 -0.63200 -8.20090 0.286
H -4.27021 -4.75529 -0.07280 0.266
H 2.56395 -3.08833 1.15616 0.290
H -1.13840 0.87870 -5.86431 -0.036
H 0.47759 -2.03851 8.87804 0.259
H 0.22915 -4.99726 -5.46109 0.404
H 1.08673 -6.85523 -7.00317 0.333
H 1.38908 -0.60766 -7.94604 0.253
H 1.06781 -3.43110 -5.57815 0.251
H 0.11706 -2.47001 5.19700 0.285
H -4.26887 -3.89972 -2.66168 0.475
H -3.44440 1.16186 6.69603 0.189
H 2.33032 -6.42333 -5.80129 0.342
H 1.64104 1.34375 -8.90177 0.330
H 2.76052 -6.55720 -7.52018 0.288
H 4.69921 -1.90080 -0.38335 0.279
H -0.33010 2.46761 -5.94993 0.330
H -4.76890 0.07612 0.42610 0.351
H 6.80515 6.32636 2.75279 0.293
H -1.58290 1.91506 0.01637 -0.612
H -4.62501 -1.59856 1.02537 0.028
H 1.85949 -0.47905 8.26399 0.305
H -6.52074 2.22431 8.47492 0.334
H -0.16766 -3.86020 -6.77292 0.264
H 1.28826 4.33628 4.18970 0.224
H -6.01227 3.13314 7.02724 0.338
H -3.94841 0.25784 8.13540 0.310
H 1.21052 0.58149 6.99282 0.283
H -2.16620 -2.80580 -2.39164 0.353
H 0.28966 1.32929 1.66980 0.412
H -1.51516 2.57337 -1.64016 0.517
H 2.92541 5.95630 1.65586 0.306
H -7.39293 2.01840 6.94015 0.290
H 3.70681 -0.49283 0.13138 0.258
H -3.87648 2.65944 0.01350 0.298
H 1.52696 2.71229 4.88137 0.159
H 5.87561 7.32986 1.61918 0.333
H -2.61666 0.35543 2.31016 -0.373
H -1.09595 -1.23970 5.58866 0.028
H 2.71591 -3.15506 -0.63412 0.276
H 3.80675 -1.31793 -6.82842 0.273
H 4.46104 1.34428 -5.07624 0.306
```

Computed properties:
- HOMO level (eV) = -4.607
- charge = -1
- calculated total energy (Ha) = -7198.5951
- multiplicity = 1
- HOMO-LUMO gap (eV) = 6.44